Entry from OMol25: a structure of composition C28H65AlClNO13P3 in a non-equilibrium geometry (ωB97M-V with the def2-TZVPD basis set).

* molar mass: 779.2 g/mol
* highest occupied orbital energy: -5.2 eV
* total charge: -1
* total energy: -105189.0539 eV

Last column: Löwdin charge in e.
CARTESIAN COORDINATES (ANGSTROEM)
Cl  -3.176  -0.235  -0.590  0.590
P  1.201  3.103  6.001  0.610
P  0.019  -3.153  2.356  0.550
P  -5.306  4.170  -3.154  0.612
Al  0.813  -2.514  0.199  0.247
O  -0.087  3.606  6.587  -0.228
O  6.190  -3.990  0.412  -0.040
O  -3.856  4.223  -3.535  -0.217
O  0.673  2.738  4.484  -0.221
O  2.578  2.215  5.685  -0.202
O  5.610  -3.488  2.482  0.131
O  1.292  -3.973  -0.791  -0.235
O  -6.794  4.486  -2.451  -0.206
O  -0.307  -1.735  3.200  -0.263
O  -1.468  -3.966  2.237  -0.265
O  -5.968  4.579  -4.613  -0.229
O  1.986  4.508  5.670  -0.211
O  -5.608  2.565  -3.172  -0.210
N  1.056  -4.026  3.166  -0.238
C  3.617  -1.725  1.110  -0.242
C  2.368  -2.629  -2.932  -0.149
C  4.211  -3.207  -4.701  -0.077
C  -6.976  5.784  -1.853  -0.280
C  5.920  -6.444  0.775  -0.061
C  2.286  -1.159  0.506  -0.218
C  0.517  -4.185  -1.951  -0.268
C  -0.728  -1.458  -0.698  -0.260
C  -2.844  -2.922  -0.596  -0.163
C  -5.103  1.757  -2.101  -0.335
C  3.800  -3.255  0.950  -0.121
C  5.841  -5.236  -0.203  -0.232
C  1.081  -3.432  -3.233  -0.312
C  -2.104  -1.676  -0.059  -0.724
C  2.271  -1.564  -5.337  -0.084
C  -0.706  2.474  4.230  -0.301
C  3.163  -2.140  -4.192  -0.373
C  3.798  4.607  7.299  -0.087
C  1.642  -0.045  5.395  -0.079
C  -4.606  4.351  -6.602  -0.076
C  1.261  -4.495  -4.373  -0.068
C  2.600  0.848  6.158  -0.269
C  -1.404  3.715  3.708  -0.074
C  -5.207  5.297  -5.580  -0.315
C  -7.042  6.896  -2.885  -0.082
C  -5.899  1.961  -0.824  -0.098
C  2.538  5.253  6.748  -0.296
C  5.256  -3.592  1.357  -0.491
H  5.250  -2.867  -4.571  0.066
H  3.622  0.489  6.030  0.120
H  -2.950  -2.894  -1.692  0.075
H  1.773  0.073  4.320  0.081
H  2.073  -1.710  -2.389  0.102
H  -2.482  3.551  3.644  0.075
H  -0.474  -0.380  -0.630  0.050
H  -6.967  1.841  -1.013  0.080
H  3.158  -3.866  1.606  0.104
H  5.786  -6.164  1.832  0.076
H  3.785  -1.295  -3.835  0.116
H  4.004  -3.494  -5.746  0.065
H  -2.117  -1.638  1.036  0.053
H  -5.591  1.246  -0.061  0.047
H  0.604  0.205  5.628  0.071
H  -5.752  2.969  -0.427  0.065
H  -0.292  -0.994  2.573  0.029
H  4.280  5.259  8.030  0.074
H  3.711  -3.562  -0.106  0.085
H  4.504  4.394  6.496  0.082
H  4.858  -5.194  -0.706  0.109
H  -0.750  1.687  3.473  0.111
H  -7.912  5.743  -1.296  0.117
H  -4.075  3.527  -6.124  0.077
H  6.875  -6.980  0.659  0.067
H  -1.197  2.082  5.122  0.103
H  2.376  0.832  7.229  0.111
H  -7.343  7.835  -2.418  0.078
H  -7.748  6.648  -3.677  0.085
H  1.162  -4.015  -5.358  0.065
H  0.465  -5.258  -4.283  0.071
H  2.575  -0.526  -5.561  0.070
H  1.197  -1.527  -5.099  0.066
H  -4.044  1.971  -1.938  0.074
H  -0.568  -4.014  -1.816  0.089
H  0.295  -2.736  -3.579  0.111
H  -4.441  5.907  -5.099  0.100
H  -3.915  4.883  -7.260  0.075
H  -6.172  5.968  -1.135  0.113
H  2.378  -2.170  -6.256  0.062
H  -5.184  0.719  -2.420  0.098
H  -2.357  -3.864  -0.302  0.068
H  -6.067  7.054  -3.354  0.068
H  2.216  -5.036  -4.264  0.073
H  1.799  -1.092  5.658  0.084
H  -5.392  3.907  -7.216  0.074
H  0.622  -5.268  -2.195  0.105
H  1.888  -0.435  1.257  0.042
H  -5.893  5.986  -6.082  0.112
H  3.087  -3.160  -2.290  0.106
H  -2.121  -3.420  2.708  0.042
H  4.452  -1.249  0.550  0.109
H  1.790  5.380  7.538  0.108
H  2.510  -0.545  -0.387  0.049
H  3.569  3.657  7.788  0.065
H  5.083  -7.122  0.529  0.076
H  -1.036  3.966  2.712  0.076
H  6.599  -5.412  -0.987  0.116
H  -3.864  -2.900  -0.172  0.066
H  -1.215  4.582  4.343  0.072
H  2.778  6.243  6.357  0.115
H  1.281  -3.480  4.005  -0.049
H  4.091  -4.089  -4.047  0.055
H  -0.764  -1.676  -1.784  0.055
H  3.791  -1.463  2.167  0.103